Density functional theory data (the ωB97M-V functional and the def2-TZVPD basis) for a molecular structure, C4H6N3.

```
13
Properties=species:S:1:pos:R:3:forces:R:3:mulliken_spin:R:1
C -1.2578 2.4129 -0.2808 -2.104 0.202 1.274 0.506
C -1.9938 1.3329 -0.6969 -2.120 2.080 -3.192 0.819
C 0.0137 0.4809 -0.0151 -1.575 -0.058 0.028 0.543
C 1.1730 -1.5755 0.0534 -1.432 -2.274 1.364 0.023
N -0.1846 1.8238 0.1910 3.703 -0.514 1.534 0.020
N -1.6514 0.1632 -0.8185 2.576 -2.824 0.279 -0.018
N 0.6435 -0.3742 0.7205 1.154 0.860 2.730 0.096
H 2.1783 -1.8906 0.3778 -0.015 1.086 -0.754 0.006
H 0.9192 -1.4130 -0.9947 0.950 -0.387 -0.017 -0.009
H 0.6060 -2.5034 0.4015 0.165 1.295 -0.461 0.004
H 0.5520 2.3201 0.7826 -1.117 -0.635 -1.419 -0.013
H -1.8187 -0.6613 -1.5090 0.048 2.132 1.641 0.010
H 0.8205 -0.1157 1.7882 -0.232 -0.964 -3.009 0.013
```
Forces are in eV/Å.

Properties
Lowest unoccupied orbital energy (alpha / beta) ... -5.16 / -6.81 eV
E_tot ... -319.74370 Eh
Orbital gap (alpha / beta) ... 7.548 / 6.981 eV
Expectation value of S² ... 2.03
Relative energy (zero: lowest compared OMol25 entry of this formula, charge and spin) ... 2.994 eV
Multiplicity ... 3
Net charge ... +1